A single C5H11NO molecule. Source: the OMol25 dataset; level of theory: ωB97M-V/def2-TZVPD.

```
18
Properties=species:S:1:pos:R:3:forces:R:3
O 1.71862 -1.91276 -1.89064 -0.1041 -0.1145 -0.0175
N -0.85776 -1.97122 -0.75314 0.3712 -0.4462 0.0027
C -0.06840 -0.74957 -0.77723 0.1888 0.2863 -0.5617
C -0.62556 0.75434 1.21514 0.6255 -0.3614 0.5142
C -0.33564 2.18360 0.76759 0.1444 0.1671 0.1339
C 0.35110 -0.27068 0.61648 -0.1199 -0.1039 0.2396
C 1.15031 -0.87173 -1.68125 0.1707 -0.5087 0.0585
H -0.69365 -2.45526 0.12337 -0.1070 0.0601 0.0133
H -0.66014 0.05070 -1.23161 -0.1421 0.1079 -0.0341
H -0.56989 2.90186 1.54530 -0.3332 0.0724 0.2014
H 0.42488 -1.14817 1.26812 -0.1081 -0.0139 -0.0873
H -0.48901 0.72429 2.30371 -0.1280 -0.0538 -0.1313
H 0.74320 2.30942 0.62737 -0.1272 -0.0414 -0.2961
H -1.63930 0.40220 1.01499 -0.0739 0.2820 -0.0257
H 1.36821 0.12462 0.60988 0.0102 0.2578 -0.0838
H -0.87773 2.50770 -0.11654 0.1162 -0.1319 -0.2471
H 1.52138 0.02998 -2.19440 -0.0853 0.3815 0.2320
H -0.46063 -2.60933 -1.44713 -0.2984 0.1606 0.0889
```
Positions in Å, forces in eV/Å.

Structure (SMILES): CCC[C@H](N)C=O
Net charge: 0
Energy relative to the best compared isomer or geometry (same formula, charge and spin): 29.78 kcal/mol
Kohn-Sham gap: 10.580 eV

Here are the Mulliken charges for atoms 1 to 8, given in e: number 1, O, carries -0.4874; number 2, N, carries -0.6575; number 3, C, carries 0.4270; number 4, C, carries -0.4677; number 5, C, carries -1.1114; number 6, C, carries -0.8945; number 7, C, carries -0.3126; number 8, H, carries 0.2560

=====

A 2-piece molecular cluster, C4H9NO overall in a non-equilibrium geometry. Source: the OMol25 dataset; level of theory: ωB97M-V/def2-TZVPD.

```
15
Properties=species:S:1:pos:R:3:forces:R:3
O -0.40619 2.67916 -0.04444 0.5000 -1.1605 0.1407
N 0.91560 -0.32606 0.78508 -2.7638 0.8152 0.4519
C -0.20416 -0.80732 0.10395 2.0616 0.2851 1.3927
C -1.52118 -0.35828 0.70440 -0.6595 0.5893 -4.1882
C 1.94176 0.15411 0.12923 0.9174 0.2416 -1.9318
C 0.03805 -1.69912 -0.89764 -0.2739 1.2836 0.0358
H 1.95130 0.36322 -0.98361 -0.0622 -0.3865 1.0031
H -2.05549 -1.23207 0.85677 -1.5392 -1.7720 0.7599
H -0.59912 1.91566 0.55279 0.2620 0.8174 -0.6018
H 1.02679 -1.56866 -1.28251 0.5846 -0.7600 -0.2043
H -0.67510 -2.18166 -1.49645 -1.1164 -0.4570 -0.7125
H -2.17148 0.17160 -0.19420 1.6367 -0.7889 2.3972
H 0.39048 2.32291 -0.50659 -0.5930 0.3185 0.5054
H 2.82813 0.35455 0.67769 0.7941 0.3334 0.3099
H -1.45939 0.21196 1.59554 0.2515 0.6409 0.6418
```
Positions in Å, forces in eV/Å.

Net charge: -1
Energy relative to the best compared isomer or geometry (same formula, charge and spin): 22.01 kcal/mol
Kohn-Sham gap (alpha / beta): 4.217 / 7.453 eV
Spin multiplicity: 2

Here are the Mulliken charges for atoms 1 to 8, given in e: number 1, O, carries -0.8110; number 2, N, carries -0.5404; number 3, C, carries 0.6596; number 4, C, carries -1.5150; number 5, C, carries -0.8740; number 6, C, carries -1.0797; number 7, H, carries 0.3318; number 8, H, carries 0.5140

=====

A 10-piece molecular cluster, C20H57N2O20S4 overall in a non-equilibrium geometry. Source: the OMol25 dataset; level of theory: ωB97M-V/def2-TZVPD.

```
103
Properties=species:S:1:pos:R:3:forces:R:3
S 0.21217 -6.52591 1.98428 1.9944 1.9720 -0.2867
S 1.46398 2.45171 -5.83257 -2.8691 2.2886 2.6272
S 5.76240 1.43062 0.93727 -2.2858 0.7858 2.9217
S -1.81159 5.18040 -1.27952 1.4675 -2.2753 -0.2484
O -1.04565 5.16579 -2.55490 -2.0373 0.3661 2.5829
O 0.19475 -5.45258 0.96044 -0.1836 -2.5602 2.2568
O -5.03313 0.40925 1.10169 0.1204 2.1951 1.1730
O -2.53728 0.28773 -2.66082 -0.1671 -1.1646 0.1390
O -1.25426 1.88007 4.08680 0.5712 -0.0831 1.2478
O 2.03532 2.20285 -4.28476 0.5370 1.0540 -3.4390
O 3.96331 -1.83067 -1.12149 4.2871 2.3553 -2.9503
O 2.53812 2.45740 -6.77420 -0.0147 -0.3753 0.5138
O -0.17540 -7.88805 1.67419 -0.5746 1.3684 0.4857
O 5.47866 1.75020 -0.59797 -1.5536 -0.7711 2.2327
O -1.97190 0.85756 1.66916 -0.9815 -0.1770 -0.0527
O 0.23340 1.70957 -6.00886 1.4985 -0.1094 -0.2687
O 3.07563 -2.64220 0.68676 -0.2446 -0.8579 2.4807
O -1.86045 -0.89613 -4.36171 -1.0297 0.3449 2.1205
O -0.59820 -5.92188 3.34246 0.4750 -1.6033 -2.3057
O 6.01309 2.74834 1.59486 0.1143 -2.7612 -1.1791
O -3.38253 4.89070 -1.62717 1.8120 -0.1345 -0.4604
O -5.13403 -3.97698 1.92072 0.4441 -0.2451 0.3534
O -1.80554 6.32336 -0.39538 0.2842 -0.4786 -0.7398
O 6.67170 0.29947 1.11172 -0.8211 1.9358 -0.4097
N 3.02801 -2.31924 -0.52866 -4.2706 -1.3993 -0.2874
N -2.24059 -0.77654 -3.16538 1.6653 -0.6557 -2.6156
C -4.23301 4.59812 -0.52346 -1.1428 0.3497 0.5139
C -1.36981 3.57458 -0.27374 -1.0341 0.6677 -0.8245
C 4.02031 0.89578 1.40405 0.9818 0.8263 -0.4244
C -0.38674 0.94874 4.68334 -0.4457 -0.0441 0.6367
C -1.17619 -0.03213 0.97903 1.0170 2.4510 1.9099
C 0.92608 4.22376 -5.48661 1.5247 -0.1441 -0.8605
C 1.06664 1.97679 -3.30625 -0.0383 -3.8514 1.7486
C -5.29521 -0.10663 -0.11754 -0.4334 -3.1151 -0.7776
C 7.27585 2.87157 -1.59004 1.0388 0.8933 -0.5640
C 1.86636 1.55685 -2.02619 -1.2963 1.9513 -0.7114
C -0.91991 -4.53909 3.42751 1.1330 2.5477 1.6288
C 0.30806 -3.64603 3.82295 0.1568 -0.9240 0.0743
C 0.30435 0.35744 1.31414 0.0805 -1.1138 -0.2045
C 1.94846 -6.74645 2.79112 -1.9094 1.1121 -0.1658
C -4.00003 -4.52508 2.60075 0.2224 0.0284 -0.3109
C -2.09894 -2.06702 -2.37536 0.1728 0.7853 1.0532
C 6.56905 1.56679 -1.37650 1.7015 0.0539 -2.8500
C 1.80552 -2.71049 -1.27564 1.0456 0.5593 0.7417
C -1.41167 -1.51010 1.29401 0.4857 0.3522 -0.6752
C -5.61253 5.08317 -0.93435 0.3388 0.6371 0.5512
H -1.22392 0.18585 -0.08789 -0.4577 -0.5400 -0.8974
H -5.00162 0.44686 -1.00948 -0.4742 0.4748 0.0043
H 0.52062 1.41763 1.44572 -0.5914 0.2514 -0.3462
H -3.46496 -3.78094 3.19072 -0.6855 0.2328 -0.0044
H 6.19425 1.19162 -2.32880 -0.0809 0.1794 -0.2362
H 1.06257 1.66945 -1.29863 0.4108 -0.6261 0.7213
H 6.70999 3.62943 -2.13184 -0.3112 -0.4553 -0.5612
H 2.74208 -6.85639 2.05207 -0.4160 -0.1758 -0.0822
H 0.52539 4.76321 -6.34483 -0.2230 -0.6666 -0.3129
H 0.64794 1.28390 4.61122 0.2327 -0.1812 0.1573
H 2.08433 -5.82361 3.35505 0.1570 -0.0050 -0.1931
H 4.00343 0.78611 2.48839 0.2795 -0.5388 -0.1734
H -4.72303 -1.03422 -0.13403 0.4660 -0.5404 -0.8202
H -0.96803 -1.83081 2.23658 -0.1274 0.3882 0.2634
H 1.81832 -7.56282 3.50155 0.0972 -0.1205 -0.3557
H 1.63212 -3.76416 -1.05700 -0.5042 -0.0496 0.0491
H -3.95133 5.15701 0.36895 0.3517 0.0245 -0.0452
H 0.58338 1.03538 -3.56761 -0.3388 -0.0984 -0.2993
H 1.89906 -2.53329 -2.34707 0.3241 -0.0112 0.0700
H 8.18176 2.60851 -2.13614 0.1592 0.4199 -0.2815
H -1.14720 -1.97844 -1.85148 0.0769 0.3181 0.0638
H 7.57821 3.48397 -0.74054 0.0627 -0.8171 0.6912
H -0.37065 3.50243 0.15590 -0.0685 0.7713 -0.1453
H 2.34026 0.57614 -2.06794 -0.2240 0.0844 -0.0470
H -3.25174 -4.87650 1.89035 -0.0155 -0.1558 -0.1948
H -6.29988 4.95476 -0.09819 -0.2748 -0.7180 -0.2621
H -4.29252 -5.36761 3.22740 0.0125 -0.0144 0.2427
H -6.29819 -0.53125 -0.07482 -0.5037 0.6360 -0.7067
H -0.68296 0.77543 5.71791 0.2303 0.5843 0.5284
H 0.19556 2.60945 -3.13574 0.7479 1.1901 -0.2815
H 0.06899 -2.78171 4.44254 -0.5182 0.1426 -0.3962
H 1.05741 -2.02570 -0.87627 -0.7050 -0.4020 0.0124
H -1.65280 -4.50416 4.23358 0.0424 -0.2091 0.0880
H -5.57645 6.17109 -0.99115 0.1627 0.1074 -0.5217
H 1.01786 -4.17913 4.45548 -0.0218 -0.4053 0.0391
H -5.91709 4.66315 -1.89295 -0.2791 -0.0743 0.2842
H -2.86063 -2.08147 -1.59579 -0.0998 -0.1067 -0.2607
H -2.13425 3.45552 0.49408 0.2870 0.2821 0.2174
H 0.86043 -3.33659 2.93569 -0.0491 0.1643 -0.0471
H 0.94127 -0.02779 0.51788 0.5339 -0.1674 0.1426
H -0.83444 -2.03398 0.53214 -0.2822 -0.6881 -0.1542
H -4.24281 3.54031 -0.26073 0.2167 -0.1125 -0.3258
H -0.47939 -0.07651 4.32505 0.0588 0.0164 -0.8663
H 3.29920 1.68835 1.20423 0.4351 0.3748 -0.3058
H 1.90629 4.67959 -5.34690 -0.0117 0.1678 0.3863
H -1.99264 -2.97188 -2.97372 -0.5801 0.5684 -0.4021
H -4.16096 0.78263 0.95505 1.1948 0.2877 1.3869
H -1.36141 -3.94953 2.62402 -0.0482 -1.2555 -0.8130
H -5.42119 -4.70276 1.36181 -0.2782 0.1747 -0.1983
H -2.47953 -1.72853 1.28653 -0.0293 -0.1617 -0.1739
H 0.58600 -0.08804 2.26825 0.1927 -0.2580 -0.0198
H 0.28582 4.43069 -4.62908 0.0843 -0.7631 0.0606
H 7.26268 0.77528 -1.09278 -0.1809 0.0755 0.7514
H 3.72297 0.03995 0.79803 0.4203 -0.4397 0.3397
H 2.59495 2.34389 -1.83173 0.2086 -0.1433 0.2299
H -1.50848 2.69696 -0.90514 -0.0164 0.2703 -0.4800
H -1.43134 1.49775 3.22420 -0.8857 -0.3236 -1.9000
```
Positions in Å, forces in eV/Å.

Net charge: -2
Kohn-Sham gap (alpha / beta): 2.775 / 6.032 eV
Spin multiplicity: 2

Here are the Mulliken charges for atoms 1 to 8, given in e: number 1, S, carries 0.9793; number 2, S, carries 1.0896; number 3, S, carries 1.1832; number 4, S, carries 1.0863; number 5, O, carries -0.5706; number 6, O, carries -0.4339; number 7, O, carries -0.5463; number 8, O, carries -0.4853

=====

What is the net charge in the third record?
-2